C2H8O2 | ωB97M-V/def2-TZVPD

Results
Energy   -231.428571 Eh
LUMO   1.00 eV
SMILES string   CO.CO
Strongest force on any atom   1.634 eV Å⁻¹
Relative energy (zero: lowest compared OMol25 entry of this formula, charge and spin)   21.17 kcal per mole

Geometry as XYZ:
```
12
Properties=species:S:1:pos:R:3:forces:R:3:nbo_charge:R:1
O 0.96688 -3.07222 6.03899 -0.06 0.70 0.81 -0.72
C 0.79152 -2.37674 4.81842 0.13 0.06 -0.49 -0.25
H 0.91828 -2.41421 6.76360 0.00 -0.72 -0.63 0.46
H 1.18295 -3.02957 4.02016 -0.19 0.33 0.30 0.18
H 1.35569 -1.42902 4.80612 -0.15 -0.29 -0.08 0.16
H -0.26846 -2.15796 4.60586 0.27 -0.08 0.10 0.16
O -0.55234 2.93799 -5.23921 -0.99 1.21 0.47 -0.71
C 0.41580 3.84857 -5.72727 1.39 -0.46 0.14 -0.25
H -1.00740 3.47170 -4.55476 -0.01 -0.93 -0.49 0.46
H 0.99928 4.17584 -4.85032 0.19 0.19 -0.51 0.16
H 0.08072 4.74215 -6.28030 -0.42 -0.44 0.18 0.16
H 1.07217 3.25370 -6.38448 -0.17 0.44 0.21 0.18
```
Forces are in eV/Å.


C33H25IN5O5 | ωB97M-V/def2-TZVPD

Results
Energy   -2219.991556 Eh
Net charge   +1
LUMO   -4.30 eV
Strongest force on any atom   0.781 eV Å⁻¹

Geometry as XYZ:
```
69
Properties=species:S:1:pos:R:3:forces:R:3:nbo_charge:R:1
C -0.52596 4.24989 5.98997 -0.40 0.18 -0.02 -0.73
C -0.69116 5.45525 5.10330 0.00 -0.21 -0.25 0.72
O -0.47525 5.45887 3.92689 0.13 0.18 0.75 -0.50
N -1.17057 6.67978 5.78374 0.00 0.02 -0.47 -0.53
C -0.81738 7.92030 5.04610 0.10 0.11 0.04 -0.42
C -2.53374 6.58181 6.01056 0.13 -0.17 0.31 0.61
N -3.51347 6.58503 5.12474 -0.01 0.11 -0.06 -0.48
C -4.64073 6.45047 5.84178 0.09 0.05 -0.26 0.56
N -5.85656 6.42524 5.30997 -0.04 -0.03 0.17 -0.75
I -7.53894 6.26001 6.40731 -0.03 0.00 -0.08 0.45
N -4.36114 6.34597 7.15204 -0.26 0.00 -0.04 -0.38
N -3.00445 6.44200 7.25570 0.03 -0.07 0.12 -0.34
H -0.49260 4.51304 7.04498 0.15 0.00 -0.05 0.22
H -1.38576 3.59236 5.82799 0.11 -0.06 -0.05 0.25
H 0.37198 3.71711 5.68395 -0.04 -0.03 0.04 0.28
H -0.84486 7.76972 3.96914 -0.11 0.00 0.03 0.23
H -1.50174 8.71707 5.33198 -0.02 -0.05 -0.02 0.21
H 0.18456 8.21546 5.35305 -0.01 -0.07 -0.06 0.23
H -5.91104 6.52264 4.30657 -0.04 -0.01 0.01 0.45
H -4.99592 6.22378 7.92666 0.14 0.01 0.12 0.45
H -2.50525 6.39779 8.13081 -0.01 0.03 0.01 0.46
C 2.48846 -1.75814 -0.29707 0.00 0.02 0.01 -0.19
C 1.95292 -1.60948 -1.57148 0.00 -0.01 0.00 -0.19
C 1.42795 -0.39159 -1.96900 0.02 -0.08 -0.03 -0.17
C 1.42805 0.68391 -1.08966 -0.01 0.04 0.03 -0.07
C 1.95005 0.53016 0.19712 -0.01 0.04 -0.01 -0.15
C 2.48655 -0.69166 0.58588 0.01 -0.08 -0.02 -0.15
C 1.92866 1.65314 1.17462 0.01 0.00 0.01 0.56
O 2.38011 1.52770 2.29411 -0.03 -0.01 0.02 -0.54
C 1.31959 2.94300 0.73517 0.00 -0.04 -0.03 -0.16
C 1.24608 3.99189 1.64110 -0.02 0.10 0.08 -0.16
C 0.69030 5.20041 1.26137 0.08 0.05 -0.28 -0.19
C 0.21498 5.36992 -0.03480 0.02 -0.07 -0.02 -0.20
C 0.28535 4.32754 -0.94504 -0.05 0.07 0.03 -0.17
C 0.83082 3.10865 -0.56163 0.01 -0.04 0.01 -0.06
C 0.87093 1.98886 -1.54772 0.00 0.00 -0.02 0.52
O 0.46006 2.13740 -2.67787 -0.02 0.00 0.00 -0.52
H 2.90329 -2.71026 0.00601 -0.01 0.00 0.00 0.23
H 1.94746 -2.45088 -2.25180 0.00 -0.01 0.01 0.22
H 1.01231 -0.26021 -2.95872 0.00 0.05 0.01 0.24
H 2.89615 -0.79314 1.58146 -0.02 0.04 0.01 0.24
H 1.62511 3.84542 2.64305 0.03 -0.04 -0.02 0.23
H 0.63319 6.01715 1.96382 0.02 -0.01 -0.01 0.22
H -0.21540 6.31677 -0.33483 0.02 0.01 -0.01 0.22
H -0.08225 4.44266 -1.95561 0.01 -0.05 -0.01 0.24
C 0.17326 -9.95064 -2.43793 0.00 0.01 -0.01 -0.19
C 0.09336 -10.67146 -3.62442 0.01 0.01 0.00 -0.19
C 0.30148 -10.03885 -4.83831 -0.01 -0.07 0.04 -0.15
C 0.58215 -8.67861 -4.87201 0.00 0.04 -0.01 -0.15
C 0.64503 -7.95112 -3.68168 0.00 0.02 -0.03 -0.06
C 0.44777 -8.59402 -2.46558 -0.02 -0.06 0.04 -0.18
C 0.90702 -6.48426 -3.68938 0.01 0.01 0.02 0.52
O 0.97149 -5.84902 -2.65720 0.00 0.00 0.01 -0.54
C 1.08316 -5.82002 -5.01285 -0.02 -0.04 0.05 -0.06
C 1.27939 -4.44616 -5.05020 0.03 0.13 -0.07 -0.17
C 1.46059 -3.80310 -6.26243 0.00 -0.04 -0.01 -0.19
C 1.45168 -4.53480 -7.44555 0.00 -0.01 0.01 -0.19
C 1.25133 -5.90470 -7.41534 0.01 0.07 -0.04 -0.15
C 1.05978 -6.55142 -6.20036 -0.01 -0.03 0.03 -0.15
C 0.81946 -8.02405 -6.19184 0.00 -0.01 -0.01 0.55
O 0.81417 -8.66394 -7.22029 -0.01 0.00 -0.01 -0.52
H 0.01750 -10.44966 -1.49049 0.00 0.00 0.00 0.22
H -0.13022 -11.72988 -3.60043 0.01 0.00 0.00 0.22
H 0.24830 -10.58723 -5.76876 0.02 0.04 -0.02 0.24
H 0.50926 -8.01950 -1.55158 0.00 0.04 -0.03 0.24
H 1.28492 -3.89350 -4.12117 -0.01 -0.04 0.03 0.23
H 1.61008 -2.73160 -6.28953 0.00 0.00 0.00 0.22
H 1.59875 -4.03317 -8.39293 0.00 0.00 0.00 0.22
H 1.23853 -6.48605 -8.32705 -0.02 -0.04 0.02 0.24
```
Forces are in eV/Å.


C40H79NO12 | ωB97M-V/def2-TZVPD

Results
Energy   -2528.588625 Eh
LUMO   0.36 eV
SMILES string   CCCCCCCCCCCCCCCCCCCCOC(=O)ON(C)C(C)=O.CCOC(C)=O.CCOC(C)=O.CCOC(C)=O.CCOC(C)=O
Strongest force on any atom   9.206 eV Å⁻¹

Geometry as XYZ:
```
132
Properties=species:S:1:pos:R:3:forces:R:3:mulliken_charge:R:1
C -6.40590 -4.44575 -2.80763 -0.16 -0.68 -0.36 -0.72
C -5.92573 -5.88902 -2.15575 0.27 1.31 -0.01 -0.43
C -5.57675 -5.66065 -0.56696 0.39 -1.35 -0.35 0.47
C -4.04133 -6.24242 -0.33700 -0.08 -0.03 2.10 -1.07
C -2.92771 -5.04642 -0.21653 -0.32 0.43 -0.90 0.19
C -2.21841 -4.64929 -1.67750 0.25 -0.52 0.87 -0.38
C -1.38477 -3.27014 -1.40382 0.51 -0.15 0.17 -0.63
C -2.15480 -1.87806 -1.75351 0.86 0.24 0.25 -0.10
C -3.77203 -1.96249 -1.94161 0.10 2.24 0.14 0.86
C -4.39324 -0.57258 -1.24971 -0.37 -0.24 0.91 -0.37
C -4.97339 -0.96317 0.26794 0.86 -0.09 -0.11 -0.43
C -3.70500 -0.95363 1.35746 -2.15 0.41 -0.17 0.30
C -4.36977 -0.66411 2.83514 1.17 0.61 -0.34 -0.74
C -3.09993 -0.20754 3.81523 -0.53 -0.73 -1.48 -0.55
C -1.95703 -1.39147 3.74468 -0.14 0.09 0.97 -0.35
C -1.04479 -1.24931 5.10329 -0.38 1.13 -0.50 -0.61
C 0.18115 -0.18889 4.73091 0.43 -0.89 1.84 -0.69
C 1.58811 -1.00968 5.05577 -0.37 0.05 -0.17 -0.44
C 2.86921 -0.44371 4.19379 -0.46 -0.31 0.30 -0.55
C 4.15860 -0.04147 5.16554 -1.45 -1.71 -0.41 -0.31
O 4.65538 1.26140 4.69262 5.04 -0.99 -0.58 -0.27
C 6.02477 1.16604 4.14704 0.92 -3.61 -4.24 0.61
O 6.42413 0.23539 3.24449 -2.86 6.11 6.27 -0.50
O 6.99667 2.19284 4.59601 -3.07 -3.64 0.56 -0.18
N 7.23150 3.09624 3.60531 1.95 3.66 -1.22 0.00
C 8.48284 2.70951 2.81946 1.18 -0.79 -0.27 -0.57
C 7.55764 4.39639 4.32036 0.93 0.69 6.31 0.43
C 7.72843 5.84614 3.54664 0.30 -0.10 -0.29 -0.65
O 7.73419 4.38202 5.66082 -1.28 0.06 -8.31 -0.54
H -6.43754 -3.56984 -2.00906 0.07 -1.94 -1.72 0.08
H -5.61704 -4.17236 -3.65329 -1.98 -0.32 1.68 0.18
H -7.49202 -4.62516 -3.23750 2.31 0.73 0.67 0.28
H -6.72506 -6.72540 -2.35941 1.56 1.77 0.61 0.22
H -4.92698 -6.18611 -2.69935 -2.00 0.44 1.08 0.35
H -6.34946 -6.27695 0.09695 1.71 1.34 -1.39 -0.03
H -5.63909 -4.53160 -0.21986 0.16 -2.31 -0.90 -0.17
H -4.06953 -6.78002 0.72533 0.23 1.01 -2.16 0.28
H -3.73464 -7.07420 -1.10747 -0.69 1.78 1.35 0.34
H -3.49933 -4.08634 0.20258 1.32 -1.99 -0.87 -0.42
H -2.04768 -5.27056 0.53089 -1.79 0.21 -1.44 0.39
H -1.47818 -5.53951 -1.97191 -1.55 1.94 0.70 0.37
H -3.00932 -4.59183 -2.54827 1.49 0.16 1.81 0.11
H -1.11907 -3.25787 -0.24487 -0.51 -0.12 -2.40 0.12
H -0.34676 -3.27089 -1.97241 -2.14 -0.10 1.12 0.36
H -1.64212 -1.41404 -2.72227 -1.36 -0.95 2.04 0.22
H -1.88594 -1.11156 -0.87800 -0.72 -1.72 -2.02 -0.08
H -4.01107 -1.88157 -3.08922 0.30 -0.70 2.27 0.33
H -4.30962 -2.84095 -1.39094 1.26 1.45 -1.42 -0.97
H -3.55944 0.26401 -1.10815 -1.95 -2.13 -0.34 -0.20
H -5.23850 -0.07965 -1.89338 1.40 -1.16 1.12 0.36
H -5.41017 -2.05425 0.32067 0.65 2.06 -0.41 0.04
H -5.84131 -0.23953 0.60645 1.90 -1.27 -0.62 0.44
H -3.16570 -1.99258 1.30224 -0.81 2.17 0.13 -0.25
H -3.01209 -0.04745 1.08435 -1.09 -1.90 0.56 0.11
H -4.95591 -1.59712 3.25337 1.28 1.81 -0.79 0.23
H -5.13009 0.23078 2.68858 1.54 -1.83 0.48 0.34
H -2.62216 0.75127 3.30899 -1.13 -1.73 1.39 0.15
H -3.49165 -0.01510 4.90524 1.04 -0.31 -2.11 0.38
H -1.23679 -1.26493 2.82687 -1.57 -0.18 1.66 0.14
H -2.47587 -2.43937 3.62444 0.95 1.98 0.46 0.33
H -0.65609 -2.27150 5.52814 -0.60 2.04 -0.97 0.36
H -1.68772 -0.72081 5.94587 1.20 -1.37 -1.70 0.25
H 0.12490 0.22912 3.64034 0.08 -0.93 2.07 0.39
H 0.12062 0.70214 5.51963 0.21 -1.69 -1.99 0.20
H 1.41334 -2.16265 4.81066 0.43 2.54 0.56 0.28
H 1.74051 -0.90384 6.23087 -0.10 -0.36 -2.52 0.26
H 3.17939 -1.28147 3.40790 -0.48 1.97 1.71 0.25
H 2.47226 0.49171 3.58400 1.21 -1.80 1.38 0.28
H 4.94514 -0.91238 5.09317 -1.30 2.06 0.04 0.30
H 3.84087 0.05874 6.30396 0.59 0.10 -2.52 0.31
H 8.93464 3.64374 2.27382 -0.97 -1.72 1.26 0.06
H 9.24275 2.25932 3.61388 -1.38 1.04 -1.78 0.31
H 8.28285 1.89254 1.99957 0.03 1.63 1.82 0.27
H 7.89568 5.74265 2.38427 -0.45 0.07 2.40 0.15
H 8.68257 6.40434 3.99730 -2.24 -1.45 -0.89 0.21
H 6.78285 6.55397 3.71406 2.03 -1.88 -0.20 0.33
O -1.96845 1.21040 -1.80340 0.10 1.51 -1.93 -0.60
C -2.16434 2.06177 -2.66641 0.48 -0.78 1.12 0.86
O -1.91871 1.78765 -3.96669 -0.15 -0.58 0.23 -0.35
C -2.27978 2.64427 -5.06607 0.11 0.22 -0.05 -0.48
C -1.22337 3.70664 -5.29403 0.12 0.16 0.18 -0.89
C -2.59235 3.44978 -2.28526 -0.68 0.16 0.07 -1.15
H -3.28014 3.06541 -4.92381 0.15 -0.01 0.11 0.36
H -2.33900 2.00278 -5.95193 0.03 -0.14 0.37 0.32
H -1.11581 4.36206 -4.42523 -0.04 -0.02 -0.16 0.27
H -1.47695 4.32242 -6.16197 0.02 -0.08 0.08 0.42
H -0.24590 3.24399 -5.46277 -0.17 0.01 -0.03 0.20
H -1.71362 4.02508 -1.98425 -0.08 -0.07 -0.04 0.29
H -3.28613 3.37888 -1.44158 0.34 -0.06 -0.02 0.32
H -3.12443 3.97934 -3.07261 0.20 0.07 -0.07 0.36
O -9.28572 -6.64268 -2.33424 -0.42 -0.91 2.03 -0.54
C -9.64891 -7.26072 -1.33718 0.56 0.64 -1.46 0.84
O -9.03463 -7.06571 -0.14940 0.07 0.51 -0.19 -0.35
C -9.49317 -7.59969 1.10655 0.00 -0.22 0.02 -0.43
C -8.99663 -9.01763 1.30539 0.05 -0.21 -0.13 -0.97
C -10.71909 -8.30936 -1.43765 -0.69 0.13 0.05 -1.10
H -10.58097 -7.51551 1.19550 0.11 -0.06 -0.13 0.40
H -9.06998 -6.95956 1.88814 0.01 0.07 -0.38 0.32
H -9.38029 -9.69163 0.53437 -0.06 0.07 0.13 0.27
H -9.30440 -9.40028 2.28296 0.04 0.06 -0.10 0.37
H -7.90464 -9.05313 1.24012 -0.14 0.09 0.09 0.28
H -10.27443 -9.24113 -1.79520 -0.05 0.10 0.03 0.25
H -11.47222 -7.96803 -2.15489 0.34 -0.12 -0.04 0.33
H -11.24819 -8.49073 -0.50458 0.15 -0.15 0.05 0.35
O 8.59821 9.19287 1.35006 1.60 -1.63 -0.61 -0.58
C 9.46879 8.49065 0.84311 -1.13 1.32 0.66 0.76
O 9.96994 7.43022 1.51433 -0.47 -0.13 0.26 -0.33
C 10.85479 6.44635 0.94703 0.20 0.12 -0.08 -0.17
C 12.29473 6.91500 1.00667 0.15 0.20 -0.01 -1.10
C 10.05700 8.84937 -0.49119 -0.27 -0.21 -0.62 -0.97
H 10.54022 6.17213 -0.06498 0.03 0.16 0.07 0.37
H 10.74675 5.54376 1.55812 -0.20 0.29 0.05 0.16
H 12.44679 7.82759 0.42356 -0.03 -0.16 -0.03 0.28
H 12.96759 6.14303 0.62178 -0.09 0.07 0.06 0.37
H 12.57847 7.14872 2.03760 -0.08 -0.14 -0.12 0.32
H 10.82340 9.61517 -0.35002 -0.09 -0.08 -0.02 0.26
H 9.25890 9.24736 -1.12583 0.18 0.14 0.29 0.30
H 10.47960 8.00339 -1.02897 0.20 0.04 0.10 0.32
O 1.77360 5.64522 -4.29479 1.50 -1.54 -0.61 -0.58
C 2.64418 4.94300 -4.80174 -1.00 1.11 0.73 0.79
O 3.14533 3.88257 -4.13052 -0.53 0.00 0.20 -0.35
C 4.03018 2.89870 -4.69782 0.20 0.05 -0.05 -0.38
C 5.47012 3.36735 -4.63818 0.15 0.22 -0.02 -0.95
C 3.23239 5.30172 -6.13604 -0.27 -0.21 -0.62 -1.02
H 3.71561 2.62449 -5.70983 0.03 0.16 0.08 0.32
H 3.92214 1.99611 -4.08673 -0.22 0.32 0.01 0.33
H 5.62218 4.27994 -5.22128 -0.02 -0.15 -0.03 0.27
H 6.14298 2.59538 -5.02307 -0.09 0.07 0.06 0.35
H 5.75386 3.60107 -3.60725 -0.08 -0.14 -0.11 0.29
H 3.99879 6.06753 -5.99487 -0.09 -0.08 -0.02 0.27
H 2.43429 5.69971 -6.77068 0.18 0.14 0.28 0.28
H 3.65499 4.45574 -6.67382 0.19 0.04 0.10 0.36
```
Forces are in eV/Å.


C4H9N2P | ωB97M-V/def2-TZVPD

Results
Energy   -608.562330 Eh
LUMO   0.50 eV
SMILES string   CP1(C)=CN=NC1
Strongest force on any atom   2.694 eV Å⁻¹
Relative energy (zero: lowest compared OMol25 entry of this formula, charge and spin)   70.60 kcal per mole

Geometry as XYZ:
```
16
Properties=species:S:1:pos:R:3:forces:R:3:nbo_charge:R:1
C -1.17997 0.23071 -1.36448 1.40 -0.43 0.11 -0.69
C -1.09969 -0.15050 1.16291 -0.94 -1.45 -0.27 -0.66
C 1.18150 -1.44181 -0.29789 0.75 -0.32 -0.93 -0.99
C 1.08319 1.44839 0.23375 1.63 -1.80 -1.17 -0.96
N -2.36593 0.10468 -0.75023 -0.54 0.82 -0.53 -0.12
N -2.44462 -0.00819 0.47970 -0.59 -0.77 1.45 -0.27
P 0.08696 -0.03633 -0.16044 -1.24 0.78 -0.35 1.44
H -1.16378 0.48062 -2.41578 0.34 -0.23 0.13 0.23
H -0.98195 0.70333 1.81014 0.08 -0.08 0.68 0.24
H -1.11354 -1.16487 1.66898 0.15 1.41 -0.23 0.25
H 0.87113 -2.33093 0.29241 0.18 0.73 -0.42 0.27
H 1.24692 -1.69746 -1.39192 0.03 0.04 1.11 0.26
H 2.14940 -1.02943 0.02925 -0.06 -0.72 -0.04 0.24
H 1.91094 1.20537 1.02720 -1.74 0.85 -1.36 0.25
H 1.56864 1.55954 -0.82075 -0.61 0.87 2.01 0.24
H 0.25081 2.12687 0.49715 1.15 0.31 -0.20 0.26
```
Forces are in eV/Å.


C8H19ClN2O3P | ωB97M-V/def2-TZVPD

Results
Energy   -1452.584670 Eh
Net charge   +1
LUMO   -2.54 eV
SMILES string   CC[C@H](Cl)[N@@+]1([PH2]=N)CCOC[C@H]1COO
Strongest force on any atom   0.318 eV Å⁻¹

Geometry as XYZ:
```
34
Properties=species:S:1:pos:R:3:forces:R:3:nbo_charge:R:1
C 3.13159 1.17139 -0.18926 -0.01 0.03 0.01 -0.62
C 1.72909 1.03961 -0.81003 0.00 -0.06 -0.05 -0.47
C 1.23029 -0.41380 -0.87645 -0.01 -0.01 0.11 -0.03
Cl 0.78410 -0.94076 -2.51512 0.02 -0.02 -0.01 0.01
N 0.09371 -0.75803 0.08178 -0.11 0.09 -0.13 -0.51
P 0.06949 -2.62697 0.19531 0.07 -0.03 0.07 1.46
N 1.38793 -3.16119 0.75874 -0.21 -0.13 -0.20 -1.23
C 0.48790 -0.30505 1.48994 -0.07 -0.02 0.01 -0.25
C -0.40967 0.80956 1.97775 0.02 -0.04 -0.04 -0.09
O -1.72668 0.32457 2.08605 -0.01 0.11 -0.05 -0.50
C -2.25752 -0.24935 0.90300 -0.04 -0.03 -0.02 -0.09
C -1.31391 -0.28299 -0.30813 0.25 -0.06 0.02 -0.10
C -1.38921 1.03460 -1.09445 0.13 0.03 -0.01 -0.11
O -2.61628 0.89705 -1.78145 -0.24 -0.03 0.10 -0.29
O -3.07908 2.21006 -2.09162 0.02 0.05 0.00 -0.42
H 3.17020 2.00677 0.50784 0.01 0.01 -0.01 0.23
H 3.43266 0.27455 0.35546 0.00 0.02 0.01 0.21
H 3.88488 1.35326 -0.95306 0.00 -0.06 -0.01 0.24
H 1.73944 1.42209 -1.82917 -0.03 0.04 0.03 0.26
H 1.01423 1.65341 -0.26659 0.00 -0.01 0.00 0.22
H 2.02726 -1.08809 -0.56567 0.01 0.02 0.02 0.25
H -1.04115 -2.65015 1.03587 0.05 -0.05 0.10 -0.03
H -0.39510 -2.95971 -1.07915 -0.11 0.06 -0.05 -0.01
H 1.96672 -3.68887 0.11514 0.16 0.06 0.14 0.42
H 1.54628 -0.06205 1.49363 -0.03 0.07 -0.04 0.25
H 0.35221 -1.15251 2.16299 0.05 0.00 0.01 0.24
H -0.09290 1.09963 2.97796 -0.02 -0.04 0.02 0.24
H -0.35602 1.70159 1.34790 0.05 0.00 0.01 0.18
H -3.12595 0.32560 0.57475 -0.02 -0.02 0.03 0.22
H -2.62057 -1.24676 1.15676 0.03 -0.01 -0.01 0.19
H -1.69446 -1.04250 -0.99761 -0.01 0.03 -0.02 0.25
H -0.58256 1.15211 -1.81481 0.00 0.05 0.03 0.20
H -1.43017 1.91150 -0.44659 -0.02 -0.04 0.04 0.20
H -3.91672 2.24141 -1.60172 0.06 -0.02 -0.10 0.47
```
Forces are in eV/Å.